{
  "formula": "C54H63N2OP2SbSi3Zn",
  "method": "ωB97M-V/def2-TZVPD",
  "gap_ev": 7.26,
  "de_lowest_kj_mol": 0.00,
  "e_homo_ev": -12.34,
  "total_energy_ev": -159207.7138,
  "charge": 2,
  "species": ["C", "C", "H", "C", "H", "H", "Zn", "H", "H", "C", "C", "H", "Si", "H", "C", "C", "C", "H", "H", "H", "H", "H", "H", "H", "H", "P", "C", "H", "C", "C", "C", "N", "C", "C", "Sb", "C", "H", "H", "C", "H", "H", "C", "C", "H", "C", "H", "C", "C", "H", "H", "H", "H", "C", "C", "H", "C", "H", "H", "C", "C", "C", "H", "H", "C", "H", "C", "C", "C", "C", "C", "C", "H", "H", "C", "H", "C", "H", "C", "H", "C", "H", "C", "H", "O", "H", "C", "C", "C", "H", "H", "C", "H", "H", "Si", "H", "H", "C", "H", "Si", "H", "N", "H", "H", "C", "H", "H", "H", "H", "H", "C", "H", "H", "P", "C", "H", "C", "C", "H", "C", "C", "C", "C", "H", "H", "H", "H", "C"],
  "coordinates": [[-0.308, -2.686, 4.353], [-3.304, 1.671, 1.103], [-2.886, -3.328, -5.090], [-4.479, 1.002, 1.532], [1.844, 4.218, 3.276], [-3.395, 1.061, 3.724], [0.022, -0.022, -0.811], [-0.766, 2.592, -2.552], [0.233, 0.810, 6.468], [0.780, 2.363, 3.512], [-2.167, -0.480, 0.993], [-1.185, -3.822, -4.934], [-2.042, -2.981, -2.796], [-2.470, -4.854, -4.286], [3.099, -0.867, -1.384], [-4.202, -0.075, 6.811], [3.548, 0.379, 1.084], [6.795, 1.016, 1.817], [2.254, -2.122, -6.029], [-5.359, 1.586, 1.785], [-1.993, -0.896, -6.300], [1.109, -3.122, -5.114], [-1.323, 3.326, -4.059], [-4.684, 1.878, -2.352], [-1.894, 4.710, 0.477], [2.376, 0.430, -0.313], [3.185, 4.357, -1.165], [-4.038, 3.706, 1.247], [0.436, -3.859, 4.329], [-4.485, -0.359, 1.635], [4.880, 0.754, 0.901], [-0.882, -1.124, 0.806], [2.416, 3.326, -3.197], [4.716, -1.708, -2.958], [-0.999, -0.644, -3.128], [5.313, 0.335, 3.225], [-0.051, 3.200, -0.257], [3.651, -0.379, 4.391], [3.076, 3.143, -0.499], [5.995, 0.339, 4.068], [-1.087, -2.371, -6.672], [-3.306, -1.108, 1.389], [2.645, 2.008, -1.182], [-3.687, 0.474, -5.656], [-3.190, 3.080, 0.983], [5.223, 1.064, -0.079], [2.183, -2.725, 3.132], [1.433, -1.563, 3.179], [1.996, -2.368, -0.295], [-0.290, -0.776, 1.564], [-2.228, 1.430, -6.014], [-1.030, -1.210, 6.495], [-1.956, -0.720, 6.221], [-2.157, -3.811, -4.433], [4.892, -3.844, -3.089], [-0.969, 2.787, 0.154], [-3.681, -1.910, -1.293], [0.148, -3.953, -2.294], [0.310, 1.390, 4.394], [1.363, 2.605, 6.208], [-4.076, 0.973, -2.483], [3.340, 3.077, 0.549], [1.948, 1.236, -3.072], [4.078, -0.637, -2.347], [3.532, 5.233, -0.630], [1.814, 3.573, 5.321], [-4.335, 0.576, 5.592], [1.013, 0.861, -5.693], [2.297, 2.113, -2.533], [-3.104, 1.353, -5.361], [4.379, -3.012, -2.620], [-4.459, -2.585, -2.733], [-2.899, -1.219, 8.080], [-2.021, 3.636, 0.549], [2.168, 3.396, -4.251], [0.603, 1.531, 5.750], [-1.150, -4.841, -1.469], [-2.173, 0.914, 0.779], [4.359, 0.378, -2.610], [-3.682, -2.757, -1.981], [-4.713, 0.202, -2.929], [2.747, -2.181, -1.060], [3.132, -2.745, 2.609], [1.815, -0.450, 2.440], [2.387, 4.421, 5.683], [1.575, -2.131, -5.166], [-1.010, -1.284, -6.580], [-0.792, -3.840, -1.742], [0.037, -4.760, 4.781], [0.909, 1.098, -6.758], [2.865, 4.450, -2.514], [2.270, -4.786, 3.705], [0.562, 2.262, 2.453], [0.304, -0.820, -5.354], [-5.383, -0.877, 1.945], [-0.958, -2.125, 0.928], [-3.283, 0.561, 4.683], [-3.729, 2.241, -5.530], [-2.628, 1.303, -3.584], [-3.953, -3.661, -1.419], [-1.040, 1.476, 0.248], [1.590, 2.691, 7.266], [-1.298, -2.699, 4.792], [0.196, -1.492, 3.827], [2.079, 0.889, -5.445], [2.967, 5.395, -3.034], [-5.025, -0.082, 7.515], [-3.764, 0.625, -1.494], [5.488, -1.524, -3.699], [5.763, 0.728, 1.964], [3.126, -4.268, -1.402], [-3.304, -2.181, 1.557], [-0.780, 0.066, 3.712], [-1.656, 2.823, -3.143], [-0.760, -0.879, -7.569], [3.132, -0.061, 2.332], [1.516, 3.452, 3.969], [0.504, 1.644, -5.123], [3.388, -3.251, -1.673], [4.003, -0.067, 3.414], [-2.083, -0.085, 4.982], [1.688, -3.873, 3.734], [-2.274, 3.530, -2.576], [2.168, -1.980, -4.261], [-0.570, -3.289, -0.825], [-5.255, 1.096, 5.350], [-3.011, -0.720, 7.124]],
  "lowdin_charge": [-0.08, -0.17, 0.04, -0.03, 0.10, 0.07, 0.37, -0.02, 0.10, -0.12, -0.30, 0.02, 0.30, 0.06, -0.38, -0.06, -0.26, 0.12, 0.06, 0.13, 0.00, 0.03, 0.05, 0.05, 0.12, 1.08, -0.06, 0.14, -0.07, -0.04, -0.07, 0.06, -0.06, -0.06, 0.95, -0.03, 0.12, 0.14, -0.09, 0.12, 0.03, -0.01, -0.38, 0.04, 0.04, 0.12, -0.01, -0.28, 0.09, 0.01, 0.03, 0.10, -0.11, -0.21, 0.12, -0.12, 0.00, 0.03, -0.34, -0.06, -0.21, 0.11, 0.07, -0.09, 0.12, -0.07, -0.07, -0.21, -0.13, -0.22, -0.07, 0.04, 0.11, -0.02, 0.11, -0.07, 0.05, -0.23, 0.11, -0.21, 0.04, -0.12, 0.13, -0.08, 0.11, -0.20, -0.21, -0.22, 0.11, 0.05, -0.05, 0.12, 0.07, 0.32, 0.12, 0.10, -0.10, 0.06, 0.31, 0.05, 0.04, 0.11, 0.10, -0.27, 0.04, 0.12, 0.11, 0.00, 0.12, -0.05, 0.11, 0.13, 1.17, -0.21, 0.05, -0.27, -0.08, 0.01, -0.07, 0.01, -0.36, -0.06, 0.04, 0.01, -0.01, 0.11, -0.06]
}